{"formula": "C46H48BrN12O4SSr", "method": "ωB97M-V with the def2-TZVPD basis set", "elements": ["Sr", "C", "C", "N", "C", "C", "C", "C", "C", "C", "C", "N", "C", "C", "C", "C", "C", "C", "C", "C", "N", "C", "H", "H", "H", "H", "H", "H", "H", "H", "H", "H", "H", "H", "C", "N", "C", "C", "N", "C", "C", "N", "C", "C", "N", "C", "N", "C", "C", "C", "N", "C", "H", "H", "H", "H", "H", "H", "H", "H", "H", "H", "H", "H", "H", "H", "H", "H", "H", "H", "H", "H", "H", "H", "H", "H", "Br", "C", "C", "C", "C", "C", "N", "C", "O", "O", "H", "H", "H", "O", "C", "O", "C", "C", "C", "C", "S", "C", "C", "H", "H", "H", "H", "H", "N", "C", "C", "C", "N", "H", "H", "H", "H"], "xyz": [[-0.440, 0.463, -0.375], [-2.377, 4.704, -0.635], [-1.845, 3.438, -0.907], [-1.710, 2.501, 0.001], [-2.152, 2.726, 1.259], [-2.796, 3.943, 1.609], [-2.839, 4.955, 0.627], [-3.395, 4.092, 2.876], [-3.399, 3.025, 3.734], [-2.720, 1.840, 3.430], [-1.997, 1.679, 2.244], [-1.271, 0.593, 1.875], [-0.909, -0.420, 2.698], [-0.731, -0.372, 4.084], [-0.438, -1.519, 4.828], [-0.318, -2.754, 4.239], [-0.384, -2.848, 2.834], [-0.223, -4.061, 2.129], [-0.273, -4.070, 0.761], [-0.441, -2.854, 0.080], [-0.599, -1.713, 0.707], [-0.617, -1.682, 2.057], [-2.418, 5.453, -1.414], [-1.509, 3.188, -1.906], [-3.262, 5.919, 0.887], [-3.868, 5.032, 3.132], [-3.930, 3.095, 4.676], [-2.789, 1.016, 4.124], [-0.802, 0.581, 4.587], [-0.330, -1.429, 5.903], [-0.141, -3.643, 4.832], [-0.053, -4.977, 2.685], [-0.159, -4.990, 0.200], [-0.477, -2.822, -1.003], [0.687, -2.186, -3.491], [1.134, -3.440, -2.938], [1.128, -4.621, -3.767], [1.690, -5.646, -2.798], [2.612, -4.846, -1.999], [3.068, -5.478, -0.772], [2.159, -3.512, -2.009], [2.541, -2.481, -1.385], [3.643, -2.446, -0.458], [3.230, -2.611, 1.021], [2.944, -1.336, 1.632], [3.782, -0.693, 2.332], [5.063, -1.090, 2.781], [5.188, -2.365, 3.470], [5.734, 0.058, 3.382], [4.668, 1.165, 3.457], [3.561, 0.609, 2.722], [2.231, 1.132, 2.905], [1.304, -1.862, -4.341], [0.724, -1.427, -2.708], [-0.345, -2.297, -3.825], [1.787, -4.506, -4.642], [0.122, -4.855, -4.117], [2.215, -6.465, -3.291], [0.884, -6.061, -2.175], [3.099, -6.554, -0.936], [2.407, -5.268, 0.077], [4.074, -5.154, -0.514], [4.099, -1.459, -0.561], [4.417, -3.187, -0.697], [4.023, -3.177, 1.524], [2.312, -3.201, 1.065], [4.226, -2.874, 3.511], [5.521, -2.214, 4.501], [5.911, -3.018, 2.973], [6.584, 0.366, 2.767], [6.124, -0.192, 4.371], [5.016, 2.087, 2.983], [4.382, 1.408, 4.488], [2.192, 2.195, 2.676], [1.561, 0.598, 2.234], [1.885, 0.983, 3.937], [1.319, 3.546, -3.450], [-0.084, 2.487, -4.185], [-0.559, 2.790, -5.451], [-1.564, 1.982, -5.960], [-2.047, 0.940, -5.187], [-1.510, 0.737, -3.922], [-0.529, 1.503, -3.434], [-2.016, -0.430, -3.059], [-2.631, -1.316, -3.651], [-1.729, -0.356, -1.831], [-0.147, 3.616, -6.011], [-1.955, 2.161, -6.953], [-2.827, 0.273, -5.523], [2.786, 9.323, 4.695], [2.391, 9.260, 3.389], [2.410, 10.281, 2.749], [1.993, 7.946, 2.867], [1.726, 7.837, 1.495], [1.403, 6.631, 0.921], [1.326, 5.452, 1.693], [0.935, 3.944, 0.980], [1.560, 5.574, 3.079], [1.882, 6.785, 3.646], [2.751, 8.445, 5.087], [1.790, 8.736, 0.895], [1.204, 6.551, -0.140], [1.468, 4.686, 3.692], [2.024, 6.813, 4.724], [2.735, 1.723, -0.358], [3.992, 1.822, -0.808], [4.071, 1.056, -1.951], [2.779, 0.540, -2.115], [1.974, 0.952, -1.143], [2.305, 2.306, 0.368], [4.732, 2.415, -0.298], [4.932, 0.898, -2.578], [2.418, -0.107, -2.894]], "mulliken_charge": [3.894, -1.066, -0.123, 0.283, -0.197, 1.149, -0.812, -1.110, -0.838, -1.101, -0.102, 0.539, -0.454, -0.103, -1.282, -1.230, 1.729, -1.203, -0.883, -0.924, 0.087, 0.167, 0.480, 0.303, 0.392, 0.390, 0.383, 0.657, 0.815, 0.351, 0.402, 0.378, 0.650, 0.825, -0.941, 0.664, -0.680, -0.668, -0.016, -1.077, -0.058, 0.239, -1.631, 0.423, 0.189, 0.008, -0.009, -1.110, -0.503, -0.713, 0.730, -0.507, 0.364, -0.276, 0.497, 0.328, 0.374, 0.371, 0.305, 0.447, 0.240, 0.331, 0.183, 0.363, 0.127, -0.457, 0.389, 0.356, 0.303, 0.289, 0.307, 0.278, 0.312, 0.072, -0.305, 0.462, -0.094, 0.094, -0.725, -0.437, -0.639, 0.712, 0.259, -0.501, -0.804, -0.891, 0.459, 0.413, 0.525, -0.515, 0.621, -0.612, 0.916, -0.691, -0.538, 0.233, -0.014, -1.303, -0.604, 0.279, 0.399, 0.421, 0.376, 0.138, 0.561, -0.387, -1.600, -0.596, 0.524, -0.854, 0.524, 0.428, 0.478], "e_tot_ev": -156272.1476, "total_charge": -1}